1.
The following is a DFT calculation (ωB97M-V/def2-TZVPD) of a gas-phase ion, C22H24ClO6S (charge -1).

LUMO level = 2.624 eV
SMILES string = CCOC(=O)/C(=C(\[O-])OCC)[C@@H](c1ccc(C)cc1)[C@H](Cl)S(=O)(=O)c1ccccc1
Charge = -1

Bonds (Å) are listed after each position.
Element x y z (Å)
1 C 1.361 4.149 2.422  C2 1.502, H31 1.089, H32 1.094, H33 1.090
2 C 0.427 3.233 3.161  C1 1.502, O3 1.428, H34 1.092, H35 1.096
3 O 0.775 1.881 2.861  C2 1.428, C4 1.335
4 C -0.107 1.005 3.348  O3 1.335, O5 1.218, C6 1.490
5 O -1.119 1.382 3.909  C4 1.218
6 C 0.339 -0.400 3.128  C4 1.490, C7 1.511, C12 1.428
7 C 1.827 -0.630 3.255  C6 1.511, O8 1.213, O9 1.349
8 O 2.662 0.212 3.512  C7 1.213
9 O 2.214 -1.917 3.142  C7 1.349, C10 1.452
10 C 3.621 -2.084 3.462  O9 1.452, C11 1.507, H36 1.096, H37 1.099
11 C 3.937 -3.553 3.355  C10 1.507, H38 1.095, H39 1.098, H40 1.099
12 C -0.558 -1.351 2.554  C6 1.428, C13 1.533, C20 1.862, H41 1.082
13 C -2.055 -1.134 2.805  C12 1.533, C14 1.394, C19 1.406
14 C -2.767 -0.180 2.080  C13 1.394, C15 1.412, H42 1.093
15 C -4.070 0.185 2.480  C14 1.412, C16 1.408, H43 1.093
16 C -4.772 -0.588 3.425  C15 1.408, C17 1.514, C18 1.400
17 C -6.184 -0.294 3.887  C16 1.514, H44 1.097, H45 1.097, H46 1.095
18 C -4.110 -1.690 3.978  C16 1.400, C19 1.402, H47 1.091
19 C -2.772 -1.979 3.670  C13 1.406, C18 1.402, H48 1.088
20 C 0.160 -1.625 0.858  C12 1.862, Cl21 1.748, S22 1.834, H49 1.121
21 Cl 0.685 -0.084 0.220  C20 1.748
22 S -0.954 -2.353 -0.404  C20 1.834, O23 1.448, O24 1.437, C25 1.835
23 O -1.684 -3.385 0.303  S22 1.448
24 O -1.632 -1.248 -1.024  S22 1.437
25 C -0.033 -3.363 -1.629  S22 1.835, C26 1.395, C30 1.409
26 C -0.097 -2.968 -2.965  C25 1.395, C27 1.396, H50 1.088
27 C 0.662 -3.649 -3.920  C26 1.396, C28 1.401, H51 1.090
28 C 1.488 -4.711 -3.529  C27 1.401, C29 1.403, H52 1.091
29 C 1.485 -5.164 -2.201  C28 1.403, C30 1.403, H53 1.094
30 C 0.708 -4.498 -1.242  C25 1.409, C29 1.403, H54 1.093
31 H 1.211 5.150 2.823  C1 1.089
32 H 2.404 3.864 2.585  C1 1.094
33 H 1.146 4.148 1.353  C1 1.090
34 H -0.624 3.381 2.905  C2 1.092
35 H 0.536 3.369 4.243  C2 1.096
36 H 3.813 -1.724 4.480  C10 1.096
37 H 4.260 -1.495 2.789  C10 1.099
38 H 4.985 -3.714 3.631  C11 1.095
39 H 3.329 -4.135 4.061  C11 1.098
40 H 3.773 -3.906 2.327  C11 1.099
41 H -0.282 -2.385 2.712  C12 1.082
42 H -2.275 0.278 1.218  C14 1.093
43 H -4.536 1.074 2.046  C15 1.093
44 H -6.386 -0.982 4.717  C17 1.097
45 H -6.288 0.739 4.241  C17 1.097
46 H -6.942 -0.463 3.115  C17 1.095
47 H -4.680 -2.345 4.639  C18 1.091
48 H -2.291 -2.858 4.092  C19 1.088
49 H 1.062 -2.290 0.825  C20 1.121
50 H -0.734 -2.136 -3.258  C26 1.088
51 H 0.548 -3.379 -4.969  C27 1.090
52 H 2.037 -5.259 -4.297  C28 1.091
53 H 2.031 -6.074 -1.936  C29 1.094
54 H 0.682 -4.868 -0.213  C30 1.093

---

2.
The following is a DFT calculation (ωB97M-V/def2-TZVPD) of a gas-phase ion, C22H24F9N3S (charge +2).

LUMO level = -7.850 eV
Charge = +2

Bonds (Å) are listed after each position.
Element x y z (Å)
1 F -4.948 1.882 2.082  C2 1.343
2 C -4.622 0.694 1.546  F1 1.343, F3 1.381, C4 1.529, C27 1.567
3 F -3.409 0.861 0.907  C2 1.381
4 C -4.406 -0.329 2.661  C2 1.529, C5 1.529, H36 1.092, H37 1.087
5 C -3.891 -1.718 2.282  C4 1.529, N6 1.488, H38 1.090, H39 1.083
6 N -2.613 -1.698 1.521  C5 1.488, C7 1.345, C26 1.342
7 C -1.513 -1.155 2.073  N6 1.345, C8 1.371, H40 1.080
8 C -0.332 -1.093 1.379  C7 1.371, C9 1.397, H41 1.082
9 C -0.267 -1.589 0.074  C8 1.397, C10 1.486, C25 1.393
10 C 0.995 -1.505 -0.706  C9 1.486, C11 1.398, C24 1.395
11 C 2.232 -1.718 -0.093  C10 1.398, C12 1.371, H42 1.080
12 C 3.381 -1.604 -0.833  C11 1.371, N13 1.343, H43 1.080
13 N 3.341 -1.279 -2.136  C12 1.343, C14 1.498, C23 1.340
14 C 4.635 -1.040 -2.852  N13 1.498, C15 1.523, H44 1.087, H45 1.087
15 C 5.309 0.230 -2.347  C14 1.523, C16 1.530, H46 1.089, H47 1.091
16 C 4.498 1.510 -2.557  C15 1.530, C17 1.532, H48 1.096, H49 1.089
17 C 3.469 1.913 -1.497  C16 1.532, N18 1.446, H50 1.089, H51 1.096
18 N 3.991 2.191 -0.178  C17 1.446, C19 1.378, C22 1.374
19 C 4.480 1.301 0.754  N18 1.378, C20 1.372, H52 1.076
20 C 4.811 1.994 1.891  C19 1.372, C21 1.417, H53 1.078
21 C 4.511 3.359 1.653  C20 1.417, C22 1.370, H54 1.077
22 C 4.006 3.445 0.383  N18 1.374, C21 1.370, H55 1.078
23 C 2.167 -1.093 -2.756  N13 1.340, C24 1.377, H56 1.080
24 C 0.980 -1.204 -2.068  C10 1.395, C23 1.377, H57 1.081
25 C -1.419 -2.154 -0.469  C9 1.393, C26 1.377, H58 1.081
26 C -2.575 -2.199 0.277  N6 1.342, C25 1.377, H59 1.080
27 C -5.621 0.365 0.385  C2 1.567, F28 1.360, F29 1.333, S30 1.912
28 F -5.316 -0.882 -0.066  C27 1.360
29 F -5.381 1.221 -0.609  C27 1.333
30 S -7.490 0.452 0.774  C27 1.912, F31 1.571, F32 1.575, F33 1.598, F34 1.586, F35 1.552
31 F -7.781 0.439 -0.770  S30 1.571
32 F -7.372 2.023 0.781  S30 1.575
33 F -7.193 0.433 2.344  S30 1.598
34 F -7.587 -1.130 0.816  S30 1.586
35 F -9.011 0.550 1.072  S30 1.552
36 H -3.708 0.156 3.346  C4 1.092
37 H -5.320 -0.473 3.232  C4 1.087
38 H -3.725 -2.295 3.191  C5 1.090
39 H -4.606 -2.269 1.684  C5 1.083
40 H -1.613 -0.771 3.078  C7 1.080
41 H 0.517 -0.621 1.854  C8 1.082
42 H 2.297 -1.995 0.949  C11 1.080
43 H 4.358 -1.765 -0.401  C12 1.080
44 H 5.250 -1.919 -2.678  C14 1.087
45 H 4.389 -0.950 -3.907  C14 1.087
46 H 5.600 0.096 -1.306  C15 1.089
47 H 6.243 0.311 -2.904  C15 1.091
48 H 3.952 1.427 -3.505  C16 1.096
49 H 5.186 2.344 -2.683  C16 1.089
50 H 3.006 2.837 -1.841  C17 1.089
51 H 2.654 1.184 -1.409  C17 1.096
52 H 4.568 0.245 0.570  C19 1.076
53 H 5.234 1.564 2.784  C20 1.078
54 H 4.662 4.169 2.346  C21 1.077
55 H 3.668 4.316 -0.154  C22 1.078
56 H 2.193 -0.837 -3.805  C23 1.080
57 H 0.052 -1.014 -2.590  C24 1.081
58 H -1.426 -2.588 -1.459  C25 1.081
59 H -3.486 -2.627 -0.112  C26 1.080

---

3.
The following is a DFT calculation (ωB97M-V/def2-TZVPD) of a single C22H24FN3O4S2 molecule.

LUMO level = 0.437 eV
ΔE to the lowest compared entry with this formula, charge and spin = 0.0208 eV
SMILES string = C[C@H]1Sc2ccc(S(=O)(=O)CCC(=O)N3CCN(c4ccccc4F)CC3)cc2NC1=O
Charge = 0

Bonds (Å) are listed after each position.
Element x y z (Å)
1 C -7.664 -3.025 -0.282  C2 1.518, H33 1.087, H34 1.087, H35 1.087
2 C -6.575 -1.969 -0.273  C1 1.518, S3 1.835, C31 1.520, H36 1.096
3 S -7.001 -0.651 0.931  C2 1.835, C4 1.758
4 C -5.557 0.333 0.736  S3 1.758, C5 1.390, C29 1.401
5 C -5.621 1.706 0.945  C4 1.390, C6 1.383, H37 1.079
6 C -4.487 2.486 0.815  C5 1.383, C7 1.382, H38 1.078
7 C -3.293 1.878 0.473  C6 1.382, S8 1.795, C28 1.379
8 S -1.796 2.854 0.308  C7 1.795, O9 1.441, O10 1.440, C11 1.840
9 O -0.769 2.274 1.136  S8 1.441
10 O -2.121 4.236 0.547  S8 1.440
11 C -1.281 2.694 -1.451  S8 1.840, C12 1.515, H39 1.086, H40 1.085
12 C 0.207 2.411 -1.448  C11 1.515, C13 1.527, H41 1.094, H42 1.088
13 C 0.428 1.027 -0.841  C12 1.527, O14 1.223, N15 1.342
14 O -0.424 0.158 -0.966  C13 1.223
15 N 1.591 0.786 -0.216  C13 1.342, C16 1.443, C27 1.448
16 C 2.726 1.662 -0.059  N15 1.443, C17 1.532, H43 1.087, H44 1.096
17 C 3.979 0.952 -0.584  C16 1.532, N18 1.448, H45 1.087, H46 1.104
18 N 4.173 -0.295 0.125  C17 1.448, C19 1.388, C26 1.446
19 C 5.450 -0.822 0.263  N18 1.388, C20 1.399, C24 1.402
20 C 5.760 -2.151 -0.040  C19 1.399, C21 1.383, H47 1.078
21 C 7.025 -2.668 0.170  C20 1.383, C22 1.383, H48 1.080
22 C 8.037 -1.876 0.681  C21 1.383, C23 1.385, H49 1.078
23 C 7.764 -0.554 0.992  C22 1.385, C24 1.378, H50 1.079
24 C 6.496 -0.055 0.794  C19 1.402, C23 1.378, F25 1.360
25 F 6.272 1.238 1.150  C24 1.360
26 C 3.043 -1.180 -0.049  N18 1.446, C27 1.530, H51 1.090, H52 1.102
27 C 1.787 -0.476 0.467  N15 1.448, C26 1.530, H53 1.090, H54 1.095
28 C -3.204 0.516 0.272  C7 1.379, C29 1.390, H55 1.080
29 C -4.339 -0.276 0.405  C4 1.401, C28 1.390, N30 1.390
30 N -4.224 -1.655 0.272  C29 1.390, C31 1.362, H56 1.013
31 C -5.217 -2.563 0.062  C2 1.520, N30 1.362, O32 1.208
32 O -5.001 -3.752 0.088  C31 1.208
33 H -8.618 -2.586 -0.563  C1 1.087
34 H -7.403 -3.808 -0.989  C1 1.087
35 H -7.756 -3.473 0.705  C1 1.087
36 H -6.501 -1.476 -1.250  C2 1.096
37 H -6.568 2.146 1.216  C5 1.079
38 H -4.505 3.551 0.975  C6 1.078
39 H -1.841 1.868 -1.881  C11 1.086
40 H -1.535 3.634 -1.931  C11 1.085
41 H 0.605 2.422 -2.467  C12 1.094
42 H 0.698 3.180 -0.855  C12 1.088
43 H 2.592 2.591 -0.607  C16 1.087
44 H 2.857 1.890 1.005  C16 1.096
45 H 4.839 1.604 -0.455  C17 1.087
46 H 3.849 0.757 -1.662  C17 1.104
47 H 5.001 -2.791 -0.461  C20 1.078
48 H 7.221 -3.699 -0.080  C21 1.080
49 H 9.025 -2.277 0.839  C22 1.078
50 H 8.520 0.096 1.405  C23 1.079
51 H 3.198 -2.086 0.538  C26 1.090
52 H 2.899 -1.454 -1.106  C26 1.102
53 H 0.905 -1.094 0.295  C27 1.090
54 H 1.891 -0.280 1.540  C27 1.095
55 H -2.251 0.077 0.019  C28 1.080
56 H -3.287 -2.033 0.345  N30 1.013

---

4.
The following is a DFT calculation (ωB97M-V/def2-TZVPD) of a single C22H24FN5O2S molecule.

LUMO level = 0.398 eV
ΔE to the lowest compared entry with this formula, charge and spin = 0.1329 eV
SMILES string = O=C(CSc1nnc(CNc2ccc(F)cc2)n1C[C@H]1CCCO1)Nc1ccccc1
Charge = 0

Bonds (Å) are listed after each position.
Element x y z (Å)
1 O 3.464 2.760 3.817  C2 1.212
2 C 2.768 2.841 2.828  O1 1.212, C3 1.532, N25 1.348
3 C 1.323 3.344 2.926  C2 1.532, S4 1.824, H32 1.090, H33 1.089
4 S 0.098 1.996 2.829  C3 1.824, C5 1.736
5 C -0.075 1.849 1.108  S4 1.736, N6 1.309, N18 1.365
6 N 0.690 2.395 0.197  C5 1.309, N7 1.342
7 N 0.193 2.064 -1.005  N6 1.342, C8 1.301
8 C -0.864 1.328 -0.824  N7 1.301, C9 1.484, N18 1.372
9 C -1.731 0.822 -1.917  C8 1.484, N10 1.447, H34 1.099, H35 1.101
10 N -1.998 -0.594 -1.777  C9 1.447, C11 1.377, H36 1.013
11 C -2.563 -1.321 -2.801  N10 1.377, C12 1.397, C17 1.399
12 C -3.312 -0.721 -3.816  C11 1.397, C13 1.382, H37 1.078
13 C -3.931 -1.490 -4.783  C12 1.382, C14 1.381, H38 1.079
14 C -3.804 -2.864 -4.738  C13 1.381, F15 1.355, C16 1.384
15 F -4.414 -3.618 -5.684  C14 1.355
16 C -3.063 -3.489 -3.751  C14 1.384, C17 1.379, H39 1.078
17 C -2.444 -2.715 -2.792  C11 1.399, C16 1.379, H40 1.080
18 N -1.094 1.158 0.518  C5 1.365, C8 1.372, C19 1.436
19 C -2.101 0.390 1.195  N18 1.436, C20 1.539, H41 1.092, H42 1.095
20 C -1.515 -0.897 1.802  C19 1.539, C21 1.535, O24 1.421, H43 1.099
21 C -2.524 -1.608 2.715  C20 1.535, C22 1.526, H44 1.087, H45 1.091
22 C -2.260 -3.082 2.417  C21 1.526, C23 1.525, H46 1.087, H47 1.090
23 C -1.892 -3.018 0.938  C22 1.525, O24 1.420, H48 1.091, H49 1.099
24 O -1.146 -1.819 0.785  C20 1.421, C23 1.420
25 N 3.121 2.541 1.562  C2 1.348, C26 1.398, H50 1.026
26 C 4.344 2.059 1.087  N25 1.398, C27 1.391, C31 1.394
27 C 5.463 1.884 1.896  C26 1.391, C28 1.383, H51 1.077
28 C 6.638 1.408 1.343  C27 1.383, C29 1.384, H52 1.080
29 C 6.715 1.105 -0.005  C28 1.384, C30 1.386, H53 1.080
30 C 5.600 1.279 -0.810  C29 1.386, C31 1.381, H54 1.080
31 C 4.420 1.753 -0.271  C26 1.394, C30 1.381, H55 1.081
32 H 1.172 3.788 3.909  C3 1.090
33 H 1.085 4.055 2.137  C3 1.089
34 H -1.224 1.061 -2.863  C9 1.099
35 H -2.684 1.373 -1.895  C9 1.101
36 H -1.336 -1.102 -1.205  N10 1.013
37 H -3.415 0.352 -3.856  C12 1.078
38 H -4.510 -1.030 -5.569  C13 1.079
39 H -2.971 -4.563 -3.746  C16 1.078
40 H -1.850 -3.186 -2.023  C17 1.080
41 H -2.881 0.136 0.475  C19 1.092
42 H -2.514 0.999 2.005  C19 1.095
43 H -0.602 -0.636 2.355  C20 1.099
44 H -2.376 -1.348 3.759  C21 1.087
45 H -3.541 -1.342 2.423  C21 1.091
46 H -3.121 -3.718 2.605  C22 1.087
47 H -1.412 -3.442 2.999  C22 1.090
48 H -1.263 -3.845 0.606  C23 1.091
49 H -2.797 -2.976 0.316  C23 1.099
50 H 2.387 2.621 0.848  N25 1.026
51 H 5.405 2.119 2.945  C27 1.077
52 H 7.504 1.276 1.976  C28 1.080
53 H 7.637 0.736 -0.428  C29 1.080
54 H 5.650 1.045 -1.864  C30 1.080
55 H 3.548 1.890 -0.895  C31 1.081

---

no.,gap between HOMO and LUMO (hartree),highest occupied orbital energy (eV)
1,0.2251,-3.5
2,0.1829,-12.8
3,0.3186,-8.2
4,0.3106,-8.1